Record 1
{"formula": "C3H7N2O2", "method": "ωB97M-V/def2-TZVPD", "spin_multiplicity": 1, "lumo_ev": -3.7622, "homo_energy_ev": -13.01, "e_above_lowest_ev": 0.675, "molar_mass_g_mol": 103.10, "homo_lumo_gap_ev": 9.246, "charge": 1, "symbols": ["C", "C", "C", "N", "N", "O", "O", "H", "H", "H", "H", "H", "H", "H"], "positions_angstrom": [[-0.7250, 1.0019, 0.1394], [-1.5727, -0.0568, 0.0871], [1.6132, 0.1099, 0.0691], [0.6892, 1.0335, 0.2567], [1.4171, -1.2002, -0.2062], [-2.8761, 0.0520, -0.2713], [-1.1401, -1.3324, 0.2655], [-1.2713, 1.9961, 0.0405], [2.6889, 0.5482, 0.1241], [0.8850, 2.0067, 0.2368], [0.5498, -1.7051, -0.1217], [2.0991, -1.9318, -0.1891], [-3.0951, 0.7372, -0.8539], [-1.8161, -1.9308, 0.5507]], "forces_ev_per_a": [[-2.41, 0.02, -0.34], [0.41, 0.56, -0.90], [1.69, -0.36, -0.11], [-1.38, -1.02, -0.41], [0.20, 1.22, 0.44], [1.15, -2.49, 2.23], [0.04, 1.05, 0.03], [1.39, -1.33, 0.09], [-1.98, -1.26, -0.16], [1.54, 0.54, 0.29], [-0.91, 1.04, -0.02], [1.49, 0.69, -0.05], [-0.14, 1.81, -1.29], [-1.10, -0.47, 0.18]]}

Record 2
{"formula": "C6H13N2", "method": "ωB97M-V/def2-TZVPD", "spin_multiplicity": 1, "lumo_ev": -2.6357, "homo_energy_ev": -12.40, "e_above_lowest_ev": 2.621, "molar_mass_g_mol": 113.18, "homo_lumo_gap_ev": 9.768, "charge": 1, "symbols": ["C", "C", "C", "C", "C", "C", "N", "N", "H", "H", "H", "H", "H", "H", "H", "H", "H", "H", "H", "H", "H"], "positions_angstrom": [[-1.0150, -1.1635, 0.1624], [0.2955, -1.3718, 0.1149], [-0.2091, 0.9419, -0.2451], [-2.7864, 0.4072, -0.0051], [1.6338, 0.3263, 1.2335], [1.9335, -0.1622, -1.2299], [-1.3755, 0.1267, 0.1293], [0.9894, -0.0465, -0.0317], [-1.9051, -1.7672, 0.2332], [0.8674, -2.2607, 0.0874], [-0.3528, 1.2783, -1.2546], [0.0134, 1.8521, 0.4276], [-3.1703, 1.4965, 0.1987], [-3.2837, 0.0298, -0.9093], [-3.2875, -0.2395, 0.6805], [1.8836, -0.6326, 1.7823], [2.4643, 0.9120, 1.1820], [0.9010, 0.9046, 1.7978], [2.1078, 0.8635, -1.5991], [2.8420, -0.7117, -0.7868], [1.4537, -0.7830, -1.9680]], "forces_ev_per_a": [[-0.24, -0.15, 0.29], [-0.41, 0.32, -0.20], [-0.29, 0.56, 1.25], [-1.75, 1.92, -0.21], [-1.72, -2.55, 2.13], [0.90, 0.10, 1.76], [0.75, 1.66, 0.16], [-1.55, -0.12, -1.40], [0.63, -1.09, 0.09], [0.48, -0.48, 0.07], [0.59, 0.03, -0.77], [-0.66, -1.43, -1.10], [1.28, -2.07, -0.35], [0.75, 0.60, -0.65], [-0.26, -0.05, 1.20], [-0.23, 1.24, -0.55], [2.45, 1.59, -0.90], [0.12, -0.52, 0.32], [0.40, -0.65, 0.16], [-1.12, 1.12, -1.07], [-0.13, -0.03, -0.23]]}

Record 3
{"formula": "C5H7N", "method": "ωB97M-V/def2-TZVPD", "spin_multiplicity": 1, "lumo_ev": 1.1292, "homo_energy_ev": -8.20, "e_above_lowest_ev": 1.413, "molar_mass_g_mol": 81.12, "homo_lumo_gap_ev": 9.333, "charge": 0, "symbols": ["C", "C", "C", "C", "C", "N", "H", "H", "H", "H", "H", "H", "H"], "positions_angstrom": [[1.9867, 0.0542, 0.2666], [0.6750, 0.0452, 0.5098], [-0.2668, 1.1918, 0.4947], [-1.3687, 0.7733, -0.1295], [-1.1711, -0.6807, -0.5118], [-0.1618, -1.0933, 0.4715], [2.5070, -0.8758, 0.0536], [-0.7269, -0.6978, -1.5258], [2.5374, 0.9833, 0.1832], [-0.0445, 2.1863, 0.8658], [-2.2369, 1.3632, -0.4015], [-2.0649, -1.3065, -0.5070], [0.3356, -1.9432, 0.2305]], "forces_ev_per_a": [[0.02, 0.00, 0.10], [0.14, 0.08, -0.09], [-0.08, -0.03, -0.13], [0.13, 0.02, 0.04], [-0.32, 0.02, 0.01], [0.22, 0.00, -0.27], [0.03, 0.16, 0.16], [-0.23, -0.09, 0.05], [-0.03, -0.10, 0.21], [0.00, -0.17, -0.15], [0.13, -0.11, 0.06], [0.03, 0.10, 0.15], [-0.04, 0.12, -0.13]]}